The following is a DFT calculation (ωB97M-V/def2-TZVPD) of a cluster of 9 separate species, C42H76N8O4 in total in a non-equilibrium geometry.

Each line ends with the Löwdin charge.
Cartesian coordinates (Å):
1 C 3.0212 4.8411 5.4442  -0.117
2 C 3.2078 3.3216 5.3113  -0.263
3 C 4.5266 2.9143 4.6407  -0.194
4 C 4.5469 3.2101 3.1462  -0.182
5 O 5.7239 2.6654 2.5126  -0.052
6 O 5.4279 1.3017 2.1197  0.005
7 C 5.0899 1.3364 0.7875  -0.606
8 O 4.4082 2.1392 0.2842  0.182
9 O 5.5722 0.2967 0.1578  0.079
10 C 6.6148 -0.6008 0.6452  -0.324
11 C 7.9228 0.1510 0.8677  -0.028
12 C 6.1941 -1.5038 1.8154  -0.161
13 C 4.7895 -2.1496 1.7078  -0.225
14 C 3.6484 -1.3552 2.3814  -0.110
15 H 2.7914 5.3024 4.4671  0.071
16 H 2.1919 5.0849 6.1222  0.069
17 H 3.9302 5.3294 5.8306  0.075
18 H 2.3754 2.9097 4.7132  0.109
19 H 3.1550 2.8526 6.3053  0.106
20 H 4.7018 1.8366 4.7853  0.112
21 H 5.3650 3.4515 5.1187  0.119
22 H 3.6559 2.8076 2.6472  0.127
23 H 4.6046 4.2903 2.9199  0.141
24 H 6.7364 -1.2510 -0.2387  0.154
25 H 8.7011 -0.5879 1.1244  0.091
26 H 7.8534 0.8726 1.6915  0.085
27 H 8.2424 0.6674 -0.0478  0.092
28 H 6.2749 -0.9518 2.7663  0.112
29 H 6.9627 -2.2986 1.8215  0.122
30 H 4.5454 -2.3157 0.6457  0.115
31 H 4.8437 -3.1476 2.1777  0.100
32 H 4.0400 -0.8156 3.2589  0.060
33 H 3.2269 -0.5923 1.7101  0.078
34 H 2.8528 -2.0402 2.7064  0.039
35 C 1.5872 2.8033 -1.3663  -0.101
36 C 1.4004 4.3116 -1.2928  -0.271
37 C -0.0688 4.7395 -1.2816  -0.190
38 C -0.7327 4.4306 -2.5481  -0.242
39 N -1.2303 4.2332 -3.5643  0.139
40 H 1.1574 2.3942 -2.2836  0.073
41 H 2.6448 2.5489 -1.3398  0.053
42 H 1.1079 2.3073 -0.5188  0.077
43 H 1.9003 4.8008 -2.1286  0.091
44 H 1.8710 4.7002 -0.3889  0.107
45 H -0.1506 5.8169 -1.1218  0.101
46 H -0.6122 4.2526 -0.4692  0.120
47 C -0.6160 -3.5936 4.8848  -0.114
48 C -0.5998 -2.2489 4.1722  -0.259
49 C -0.7827 -2.3896 2.6553  -0.191
50 C 0.3216 -3.1246 2.0400  -0.242
51 N 1.2445 -3.7013 1.6706  0.164
52 H 0.2175 -4.2181 4.5587  0.067
53 H -0.5215 -3.4563 5.9610  0.065
54 H -1.5439 -4.1323 4.6816  0.071
55 H 0.3362 -1.7290 4.3827  0.072
56 H -1.4089 -1.6160 4.5410  0.110
57 H -0.8421 -1.4070 2.1817  0.120
58 H -1.7150 -2.9120 2.4364  0.080
59 C 4.6499 -4.5279 7.3721  -0.107
60 C 4.6956 -4.2440 5.8766  -0.254
61 C 4.4766 -2.7632 5.5476  -0.183
62 C 3.1393 -2.2975 5.9120  -0.211
63 N 2.0793 -1.9428 6.1759  0.174
64 H 3.6710 -4.2855 7.7885  0.073
65 H 4.8473 -5.5804 7.5737  0.072
66 H 5.3981 -3.9384 7.9059  0.076
67 H 3.9410 -4.8379 5.3579  0.114
68 H 5.6648 -4.5343 5.4673  0.109
69 H 4.6018 -2.5890 4.4793  0.079
70 H 5.2157 -2.1474 6.0648  0.126
71 C -3.4658 -5.7694 -1.7288  -0.116
72 C -3.0085 -4.3588 -1.3869  -0.262
73 C -2.0698 -4.3020 -0.1781  -0.185
74 C -2.7566 -4.7024 1.0482  -0.248
75 N -3.3296 -5.0004 1.9989  0.154
76 H -4.0350 -6.2151 -0.9084  0.061
77 H -4.0912 -5.7573 -2.6206  0.053
78 H -2.6145 -6.4207 -1.9352  0.078
79 H -3.8763 -3.7340 -1.1917  0.065
80 H -2.4883 -3.9384 -2.2492  0.099
81 H -1.6855 -3.2893 -0.0408  0.108
82 H -1.2020 -4.9502 -0.3167  0.124
83 C -3.9786 -1.2609 -4.2897  -0.119
84 C -2.9712 -1.3907 -5.4216  -0.260
85 C -3.3150 -2.5746 -6.3333  -0.188
86 C -3.2272 -3.8429 -5.6075  -0.222
87 N -3.1386 -4.8378 -5.0403  0.160
88 H -3.9763 -2.1512 -3.6592  0.038
89 H -3.7563 -0.4022 -3.6546  0.073
90 H -4.9858 -1.1380 -4.6871  0.047
91 H -1.9611 -1.5220 -5.0269  0.108
92 H -2.9586 -0.4840 -6.0298  0.099
93 H -2.6434 -2.6289 -7.1916  0.116
94 H -4.3320 -2.4664 -6.7161  0.117
95 C 1.8369 8.0876 -5.3353  -0.106
96 C 0.6227 7.7172 -4.4942  -0.258
97 C 0.6700 8.3307 -3.0896  -0.190
98 C 1.7971 7.8198 -2.3079  -0.236
99 N 2.6563 7.3779 -1.6867  0.164
100 H 2.7568 7.7067 -4.8890  0.073
101 H 1.7543 7.6690 -6.3379  0.073
102 H 1.9329 9.1709 -5.4314  0.076
103 H 0.5402 6.6320 -4.4061  0.096
104 H -0.2927 8.0633 -4.9769  0.110
105 H -0.2486 8.1094 -2.5431  0.112
106 H 0.7581 9.4177 -3.1449  0.119
107 C -5.9475 3.2976 -4.4345  -0.106
108 C -5.0755 3.3100 -5.6828  -0.259
109 C -5.7809 2.6915 -6.8965  -0.191
110 C -6.0773 1.2758 -6.6814  -0.225
111 N -6.3146 0.1655 -6.5114  0.160
112 H -6.1933 2.2770 -4.1370  0.071
113 H -5.4361 3.7706 -3.5983  0.071
114 H -6.8840 3.8332 -4.6080  0.076
115 H -4.1467 2.7682 -5.4945  0.107
116 H -4.7985 4.3334 -5.9424  0.108
117 H -5.1708 2.7782 -7.7969  0.117
118 H -6.7225 3.2088 -7.0919  0.120
119 C -8.7761 -3.8318 0.5250  -0.109
120 C -8.3608 -5.0518 -0.2865  -0.257
121 C -6.8490 -5.1092 -0.5322  -0.188
122 C -6.3852 -3.9841 -1.3433  -0.231
123 N -6.0379 -3.0874 -1.9688  0.180
124 H -8.5383 -2.9081 -0.0045  0.072
125 H -9.8487 -3.8405 0.7174  0.071
126 H -8.2621 -3.8103 1.4879  0.077
127 H -8.8795 -5.0587 -1.2468  0.112
128 H -8.6460 -5.9667 0.2357  0.108
129 H -6.5704 -6.0314 -1.0443  0.115
130 H -6.3049 -5.0887 0.4156  0.119

Atomic forces in eV per Å
-0.01 0.14 -0.24
-0.11 0.00 -0.06
0.20 0.10 0.10
-0.05 0.13 -0.02
-0.63 -0.31 0.01
0.57 0.75 0.43
1.06 -1.38 1.16
-1.26 1.83 -0.93
0.05 -0.91 -0.57
0.08 -0.22 -0.14
0.19 -0.21 0.12
0.00 0.11 0.00
0.10 -0.05 -0.07
0.35 0.12 0.02
0.12 -0.15 0.37
0.21 -0.08 -0.19
-0.26 -0.19 -0.06
0.19 0.05 0.31
0.01 0.13 -0.29
-0.07 0.26 -0.09
-0.23 -0.25 -0.11
0.23 0.13 0.06
0.01 -0.42 0.14
-0.08 0.25 0.34
-0.24 0.29 -0.08
-0.03 -0.19 -0.22
-0.16 -0.11 0.25
0.06 -0.17 -0.27
-0.28 0.27 0.10
0.06 -0.07 0.34
-0.04 0.33 -0.22
-0.21 -0.16 -0.17
0.03 -0.28 0.16
0.18 0.35 -0.19
-0.04 0.00 -0.08
0.12 -0.11 0.06
0.06 0.04 0.04
-0.09 0.09 -0.03
-0.02 -0.04 -0.01
-0.02 0.01 0.01
-0.03 -0.01 0.01
0.00 0.00 0.00
0.03 -0.01 0.01
-0.01 0.03 0.00
0.00 0.00 0.00
-0.01 -0.04 -0.03
-0.02 0.02 0.02
0.08 -0.06 -0.01
-0.14 0.20 -0.07
0.17 -0.09 0.30
-0.13 -0.03 -0.19
0.00 -0.01 -0.02
0.01 0.01 0.00
0.01 -0.01 0.00
-0.06 0.00 -0.01
-0.01 0.00 -0.01
0.03 -0.01 -0.01
0.02 -0.02 0.04
-0.01 -0.01 -0.02
-0.04 -0.01 0.08
0.11 -0.11 -0.05
-0.03 0.05 -0.02
0.08 -0.01 0.06
0.00 0.01 0.00
-0.01 0.00 0.00
0.00 0.00 0.00
0.01 0.00 -0.02
0.00 0.01 0.00
0.00 0.01 0.00
-0.04 0.03 0.03
-0.03 -0.04 0.06
0.03 -0.15 -0.10
0.09 -0.02 -0.15
-0.06 -0.06 0.04
0.00 0.01 -0.02
0.04 0.01 0.02
0.02 0.01 0.00
0.00 0.00 -0.02
0.11 0.12 -0.04
0.02 0.05 0.03
-0.02 0.00 0.04
-0.01 -0.02 0.02
0.04 0.00 0.07
-0.04 0.03 0.02
0.03 0.07 0.02
0.00 -0.13 -0.10
0.01 0.06 0.03
-0.03 0.02 0.02
0.01 0.00 -0.01
-0.02 0.01 0.03
0.01 0.00 -0.01
-0.03 -0.02 -0.03
0.01 -0.02 0.02
-0.01 0.00 0.02
-0.02 -0.02 0.00
0.04 -0.01 -0.03
-0.01 0.00 -0.09
-0.04 -0.05 0.14
0.00 0.08 -0.06
0.00 0.01 0.01
0.01 0.00 0.01
0.00 0.00 0.00
-0.03 0.01 0.00
0.00 0.00 0.01
0.01 0.00 0.02
0.01 0.00 -0.01
-0.02 -0.02 -0.04
0.03 0.01 0.02
0.06 0.06 0.09
-0.10 -0.07 -0.11
0.06 -0.01 -0.01
-0.02 -0.01 -0.02
0.03 0.03 0.01
0.01 0.00 0.02
0.01 0.04 -0.01
0.00 -0.02 0.01
0.01 -0.01 0.02
-0.02 -0.02 -0.01
-0.01 -0.01 -0.01
-0.01 0.03 0.04
-0.02 -0.07 0.00
-0.13 -0.05 0.08
-0.07 0.12 -0.08
0.01 0.00 0.00
0.00 0.01 0.00
0.00 0.00 0.00
0.00 -0.01 -0.01
0.01 0.00 0.01
0.00 0.01 -0.01
0.02 0.00 -0.01

## Properties
Lowest unoccupied orbital energy (eV): 0.46
SMILES: CCCCOOC(=O)O[C@@H](C)CCC.CCCC#N.CCCC#N.CCCC#N.CCCC#N.CCCC#N.CCCC#N.CCCC#N.CCCC#N
Kohn-Sham gap (eV): 10.962
Strongest force on any atom (eV/A): 2.41

=====

The following is a DFT calculation (ωB97M-V/def2-TZVPD) of a cluster of 12 separate species, C42H77Cl4F6N14P in total in a non-equilibrium geometry.

Each line ends with the Löwdin charge.
Cartesian coordinates (Å):
1 C -3.3064 6.5123 3.1675  -0.058
2 C -2.9113 7.9816 2.9756  -0.126
3 N -1.6527 8.0715 2.1723  -0.071
4 C -0.4333 7.6424 2.5485  0.014
5 C 0.3655 7.9226 1.3912  0.005
6 N -0.3603 8.6755 0.5481  -0.089
7 C -1.6196 8.7270 0.9997  0.007
8 C -0.0288 9.3084 -0.7064  0.018
9 H -3.9505 6.0858 2.3985  0.076
10 H -3.7708 6.5124 4.1536  0.076
11 H -2.4400 5.8518 3.2041  0.068
12 H -2.7485 8.4450 3.9487  0.127
13 H -3.6345 8.5625 2.4033  0.126
14 H -0.2550 7.1996 3.5173  0.139
15 H 1.4077 7.6442 1.3389  0.133
16 H -2.4797 9.2712 0.6386  0.174
17 H -0.3545 8.6241 -1.4898  0.116
18 H 0.9214 9.8111 -0.8866  0.112
19 H -0.7051 10.1523 -0.8433  0.102
20 C -3.5909 1.5223 9.4792  -0.058
21 C -2.4473 1.3603 8.3736  -0.105
22 N -2.7578 0.2610 7.3956  -0.042
23 C -3.9345 -0.0390 6.7913  -0.029
24 C -3.8381 -1.2041 6.0024  0.003
25 N -2.5375 -1.6211 6.1016  -0.079
26 C -1.8667 -0.7452 6.9634  0.070
27 C -1.9142 -2.8034 5.4530  0.027
28 H -4.5075 1.8902 9.0182  0.063
29 H -3.3546 2.3703 10.1220  0.082
30 H -3.7904 0.6276 10.0690  0.081
31 H -1.4498 1.2397 8.7960  0.129
32 H -2.5880 2.3280 7.8922  0.118
33 H -4.7436 0.6195 7.0710  0.127
34 H -4.6117 -1.6853 5.4224  0.134
35 H -0.8408 -0.8411 7.2869  0.162
36 H -2.2535 -3.0221 4.4405  0.106
37 H -2.2864 -3.6670 6.0043  0.097
38 H -0.8516 -2.9357 5.6565  0.108
39 C 9.3092 0.8189 1.8548  -0.053
40 C 9.0526 0.0752 0.5032  -0.117
41 N 8.5309 1.0709 -0.5106  -0.023
42 C 7.4157 1.8384 -0.4555  -0.023
43 C 7.3446 2.5007 -1.6480  -0.020
44 N 8.5579 2.4074 -2.2989  -0.084
45 C 9.2328 1.4772 -1.6763  0.016
46 C 8.8415 3.1612 -3.5589  0.049
47 H 9.8125 0.0779 2.4759  0.080
48 H 8.3347 0.9806 2.3156  0.077
49 H 9.9861 1.6703 1.7838  0.078
50 H 8.1640 -0.5488 0.5997  0.124
51 H 9.8489 -0.5977 0.1851  0.129
52 H 6.6213 1.8488 0.2761  0.141
53 H 6.5505 3.0675 -2.1111  0.133
54 H 10.2057 1.1419 -2.0043  0.165
55 H 8.0314 3.8573 -3.7766  0.100
56 H 8.8287 2.3830 -4.3221  0.110
57 H 9.7791 3.7148 -3.5085  0.101
58 C 0.4908 -13.0889 -5.0413  -0.070
59 C 1.6889 -12.1743 -4.9360  -0.165
60 N 1.4832 -11.1212 -3.9250  -0.068
61 C 1.4629 -11.4106 -2.5373  0.068
62 C 1.2070 -10.1205 -1.9469  0.041
63 N 1.3210 -9.1605 -2.9588  -0.098
64 C 1.4043 -9.7940 -4.1442  0.005
65 C 1.2361 -7.7413 -2.6858  0.006
66 H -0.4486 -12.5395 -4.9787  0.086
67 H 0.4270 -13.9633 -4.3937  0.083
68 H 0.5304 -13.5948 -6.0060  0.086
69 H 1.9799 -11.6956 -5.8711  0.130
70 H 2.5561 -12.7580 -4.6273  0.134
71 H 1.4762 -12.4341 -2.1927  0.135
72 H 1.1075 -9.7091 -0.9534  0.132
73 H 1.5372 -9.3198 -5.1054  0.170
74 H 0.8616 -7.1796 -3.5415  0.102
75 H 2.2173 -7.2858 -2.5525  0.116
76 H 0.6206 -7.4938 -1.8209  0.107
77 C -6.9207 1.1977 2.0674  -0.035
78 C -6.3803 1.5107 0.5814  -0.110
79 N -7.1647 0.7312 -0.3603  -0.065
80 C -8.1474 1.1564 -1.2065  -0.004
81 C -8.5566 0.0871 -1.9345  -0.010
82 N -7.8256 -1.0436 -1.5841  -0.092
83 C -6.9673 -0.6036 -0.6368  0.020
84 C -8.0100 -2.4032 -2.0779  0.033
85 H -6.7839 0.1647 2.3874  0.068
86 H -7.9251 1.6015 2.1948  0.074
87 H -6.3667 1.7949 2.7916  0.066
88 H -5.3301 1.2360 0.4822  0.125
89 H -6.5331 2.5154 0.1873  0.130
90 H -8.3611 2.2069 -1.3373  0.149
91 H -9.3509 -0.0486 -2.6535  0.136
92 H -6.2782 -1.2122 -0.0700  0.165
93 H -8.1087 -3.0700 -1.2213  0.110
94 H -7.0770 -2.5742 -2.6151  0.106
95 H -8.8456 -2.3570 -2.7763  0.106
96 C -0.0987 3.0767 -0.1486  -0.052
97 C 1.3047 2.9515 0.4782  -0.178
98 N 1.9114 1.6660 0.2897  -0.068
99 C 2.4310 1.1631 -0.9302  0.016
100 C 2.6699 -0.2092 -0.8436  0.033
101 N 2.1452 -0.5750 0.3880  -0.110
102 C 1.8284 0.5433 1.1148  0.066
103 C 1.8866 -1.9208 0.6946  -0.023
104 H -0.5018 4.0787 -0.0008  0.069
105 H -0.9648 2.4607 0.0933  0.078
106 H -0.0392 3.0053 -1.2346  0.073
107 H 1.3401 3.0477 1.5633  0.127
108 H 2.0174 3.6441 0.0305  0.127
109 H 2.5254 1.9422 -1.6720  0.130
110 H 3.0751 -0.9206 -1.5480  0.145
111 H 1.3490 0.5330 2.0825  0.164
112 H 1.3819 -2.1058 1.6428  0.100
113 H 2.8809 -2.2800 0.9600  0.123
114 H 1.2278 -2.3503 -0.0601  0.103
115 C -3.4052 1.5046 -4.1584  -0.058
116 C -3.3683 0.1793 -4.8369  -0.199
117 N -2.0777 -0.1185 -5.3580  -0.070
118 C -0.9386 -0.3104 -4.7244  -0.017
119 C 0.0870 -0.5122 -5.6466  0.017
120 N -0.4429 -0.3831 -6.8875  -0.073
121 C -1.8039 -0.2770 -6.6995  0.024
122 C 0.2486 -0.5010 -8.2236  0.055
123 H -2.5994 2.1173 -4.5625  0.096
124 H -3.1657 1.2896 -3.1170  0.078
125 H -4.3439 2.0523 -4.0752  0.092
126 H -4.0591 0.2038 -5.6798  0.129
127 H -3.6748 -0.5760 -4.1133  0.134
128 H -0.9105 -0.3083 -3.6448  0.148
129 H 1.1635 -0.5874 -5.6021  0.140
130 H -2.4349 -0.0948 -7.5569  0.159
131 H -0.0214 0.3464 -8.8539  0.103
132 H 0.0115 -1.4573 -8.6900  0.102
133 H 1.2958 -0.3235 -7.9790  0.106
134 Cl 4.3490 1.9406 -5.8331  -0.961
135 Cl -2.2343 -1.5290 0.3508  -0.909
136 Cl -4.6219 6.4352 -1.3908  -0.940
137 Cl 6.3971 -3.9670 -1.2132  -0.978
138 P 4.8010 0.1209 5.6187  0.300
139 F 5.2284 -1.3971 5.1036  -0.183
140 F 4.5938 -0.3037 7.2550  -0.236
141 F 6.3961 0.5250 5.8928  -0.215
142 F 4.5166 1.6449 6.2071  -0.233
143 F 4.9579 0.7206 4.1436  -0.184
144 F 3.1330 -0.0924 5.4333  -0.248

Atomic forces in eV per Å
-0.08 0.27 0.37
0.62 -0.59 -0.78
-1.78 1.43 0.24
1.31 0.16 -3.24
0.39 -0.89 3.87
-0.79 0.26 -0.04
0.20 -0.52 1.49
-1.09 0.67 -1.67
-0.15 0.43 -0.02
-0.31 -0.56 -0.15
0.18 0.19 0.18
0.17 0.14 -0.20
-0.18 -0.18 0.27
0.20 -0.16 -0.35
-0.06 0.46 -0.59
0.27 -0.18 -0.51
0.70 -0.03 -0.23
0.43 -0.98 0.71
-0.29 -0.04 0.32
0.74 -0.23 -0.75
-2.30 0.43 0.90
2.72 -3.26 -1.22
-0.85 -0.57 -0.33
0.12 2.19 1.35
1.77 2.08 1.53
-2.33 0.39 -0.53
-0.78 -1.41 1.26
-0.12 -0.45 -0.28
0.53 -0.27 0.17
0.11 0.10 -0.05
-0.19 -0.18 -0.27
0.85 -0.25 -0.65
-0.40 -0.42 -0.54
0.30 -0.03 0.02
-0.02 0.01 -0.19
0.38 0.95 -0.15
-0.37 -0.07 0.19
0.06 0.99 -0.52
0.07 -1.69 -0.76
-1.67 1.20 0.85
3.70 0.52 -2.56
-1.17 -0.20 -1.45
-0.06 1.54 0.36
-1.79 0.23 -0.15
0.02 -1.13 2.52
-0.13 -1.15 0.06
-0.02 0.07 0.23
0.28 0.62 0.12
-0.40 0.14 -0.13
0.25 -0.40 0.37
0.09 0.73 -0.64
0.39 -0.55 0.21
0.06 0.13 0.35
-0.10 -0.24 0.37
-0.02 -0.22 0.34
0.30 0.42 -0.33
-0.03 -0.33 0.15
-0.59 -0.53 -0.91
0.36 -0.28 0.38
0.57 0.30 1.30
-1.57 4.14 -0.60
1.64 -1.75 -1.62
-1.04 -1.94 0.18
0.63 -0.64 0.97
0.39 1.50 -0.59
0.02 -0.02 -0.09
0.37 0.47 0.69
-0.10 0.31 -0.30
-0.36 0.04 0.01
0.12 0.18 0.07
0.01 0.28 0.17
0.03 -0.66 0.13
-0.16 -0.05 0.09
-0.39 -0.41 -0.09
0.23 -0.44 0.36
0.01 -0.47 -0.10
0.84 1.66 -1.02
-0.70 -0.49 1.56
0.33 -3.53 -1.70
0.09 0.23 -0.45
-0.68 -0.91 -0.60
0.35 3.00 1.98
-0.41 0.66 0.68
0.94 0.76 -0.17
-0.30 -0.04 -0.46
-0.25 -0.61 -0.25
0.42 0.05 -0.19
-0.08 0.02 -0.02
0.27 0.32 0.86
-0.29 -0.13 0.21
0.11 0.44 -0.02
0.14 -0.04 -0.20
-0.29 -0.11 -0.39
-0.25 -0.73 -0.14
0.03 -0.46 0.29
-0.19 0.88 -0.76
-0.47 -0.14 0.58
1.16 -5.68 -0.45
-0.05 0.25 0.88
-1.44 2.62 0.47
-0.03 4.20 0.48
-0.87 0.25 -2.56
0.46 -1.64 2.01
0.34 0.28 0.20
0.70 -0.72 0.76
0.32 -0.10 -0.11
-0.34 0.62 -0.01
-0.36 0.37 0.09
0.49 -0.60 -0.52
-0.03 0.07 0.09
0.19 -0.09 -0.03
-0.41 0.86 0.00
-0.05 -1.32 -1.04
0.73 -0.31 -0.15
0.96 0.67 1.57
-2.11 -0.12 -0.16
0.38 -1.10 -4.42
2.95 -0.49 1.27
0.21 0.82 0.48
-3.22 -0.74 0.20
1.36 1.33 -0.22
-0.02 0.72 1.23
-0.34 0.44 0.06
0.35 0.42 0.20
-0.05 -0.25 -0.71
0.06 -0.42 -0.05
0.05 -0.33 -0.35
0.21 0.00 -0.06
-0.02 -0.08 0.69
-0.42 -0.07 0.43
-0.37 -0.17 0.10
0.26 0.15 0.16
0.11 -0.53 -0.26
-0.27 -0.09 0.26
-0.11 0.16 -0.03
0.26 -0.09 0.38
-0.26 0.19 0.02
0.95 1.48 3.28
-1.15 1.75 0.89
0.49 -0.90 -2.18
-0.84 -1.40 -0.25
-0.83 -0.09 -0.95
-0.64 -0.42 -0.57
1.68 -0.35 -0.46

## Properties
Lowest unoccupied orbital energy (eV): -3.70
Kohn-Sham gap (eV): 4.474
Net charge: +2
ΔE to the lowest compared entry with this formula, charge and spin (kJ/mol): 585.75
Strongest force on any atom (eV/A): 5.82